Computed, not measured: C35H28AlClN7OP as an isolated structure, with ωB97M-V/def2-TZVPD.

Output
Net charge = +2
Energy relative to the best compared isomer or geometry (same formula, charge and spin) = 15.6 kJ/mol
Largest force on an atom = 0.43 eV/A
E_HOMO = -13.31 eV
DFT total energy = -2852.72606 Ha

XYZ file:
```
74
Properties=species:S:1:pos:R:3:forces:R:3:mulliken_charge:R:1
Al -0.042 -0.288 -0.064 -0.218 0.234 0.158 -0.36
Cl 1.673 3.748 -5.744 -0.001 -0.022 0.016 -0.18
C 1.471 2.618 -4.456 -0.003 0.047 -0.043 -0.06
C 2.222 1.434 -4.450 0.058 -0.088 0.003 -0.52
C 2.088 0.506 -3.442 0.018 0.097 -0.090 -0.50
C 1.190 0.733 -2.397 -0.048 -0.028 0.120 0.18
O 1.053 -0.161 -1.436 0.149 -0.027 -0.111 -0.67
C 0.442 1.934 -2.391 -0.134 0.034 0.133 0.36
C -0.463 2.255 -1.346 0.103 0.073 -0.160 0.81
N -0.729 1.519 -0.300 -0.175 -0.130 0.191 0.69
C -1.670 1.950 0.689 0.207 -0.133 -0.148 0.88
C -2.283 3.165 0.786 -0.092 0.102 0.012 -0.78
C -3.212 3.412 1.825 0.044 0.006 -0.065 -0.97
C -3.508 2.455 2.751 -0.007 -0.037 0.005 -0.92
C -2.869 1.193 2.687 -0.083 0.018 0.130 0.78
C -3.095 0.144 3.606 -0.058 0.050 0.019 -0.78
C -2.422 -1.039 3.473 0.036 -0.038 -0.035 -1.20
C -1.513 -1.186 2.419 0.013 0.036 0.050 0.20
N -1.277 -0.227 1.544 -0.019 0.077 0.017 0.90
C -1.949 0.959 1.659 0.162 -0.157 -0.072 -0.14
C 0.595 2.870 -3.440 0.011 0.025 -0.009 -1.23
H 2.921 1.256 -5.257 -0.010 0.004 0.002 0.46
H 2.675 -0.402 -3.443 -0.008 -0.004 0.008 0.54
H -0.974 3.211 -1.441 0.009 -0.009 -0.022 0.20
H -2.078 3.960 0.081 -0.020 0.006 0.020 0.49
H -3.688 4.381 1.877 0.004 0.003 -0.010 0.46
H -4.222 2.648 3.541 0.008 0.001 0.000 0.50
H -3.806 0.287 4.411 0.011 0.006 -0.006 0.50
H -2.577 -1.859 4.159 0.004 0.006 -0.003 0.52
H -0.966 -2.115 2.290 -0.016 0.005 -0.012 0.40
H 0.022 3.789 -3.434 -0.006 -0.015 0.009 0.50
C -1.376 -2.335 -5.566 -0.003 -0.001 0.002 -0.60
C -0.187 -2.233 -4.857 -0.017 0.005 0.016 -0.82
C -0.209 -2.136 -3.475 0.019 -0.073 -0.012 -0.54
C -1.429 -2.142 -2.797 -0.038 0.004 -0.020 0.57
C -2.622 -2.256 -3.511 0.032 0.036 -0.034 -0.41
C -2.590 -2.350 -4.895 0.006 0.007 0.026 -0.72
P -1.411 -2.119 -0.992 0.171 0.066 0.037 1.69
C -0.981 -3.780 -0.450 0.017 -0.043 0.023 0.50
C 0.065 -3.995 0.445 0.045 0.050 0.059 -0.10
C 0.389 -5.286 0.843 -0.047 0.016 -0.032 -0.81
C -0.328 -6.362 0.341 -0.023 0.006 -0.020 -0.61
C -1.364 -6.153 -0.564 0.024 -0.026 0.027 -0.78
C -1.689 -4.869 -0.963 0.009 -0.016 -0.020 -0.67
C -3.102 -1.762 -0.458 -0.048 0.042 -0.012 0.06
C -3.643 -0.523 -0.819 -0.039 -0.030 -0.005 -0.31
C -4.911 -0.166 -0.395 0.009 -0.032 0.002 -0.86
C -5.649 -1.042 0.396 0.009 0.006 -0.010 -0.68
C -5.115 -2.269 0.759 0.032 0.012 -0.008 -0.77
C -3.840 -2.630 0.338 -0.038 -0.002 0.004 -0.63
H -1.357 -2.410 -6.646 0.004 -0.001 0.005 0.43
H 0.759 -2.234 -5.382 0.001 -0.002 0.000 0.46
H 0.720 -2.072 -2.922 -0.030 -0.008 -0.015 0.58
H -3.574 -2.272 -2.997 -0.015 0.002 0.024 0.41
H -3.516 -2.441 -5.447 0.003 0.005 0.002 0.46
H 0.656 -3.165 0.826 -0.062 -0.046 -0.066 0.10
H 1.204 -5.453 1.535 0.006 0.009 0.003 0.47
H -0.075 -7.368 0.646 0.002 0.006 0.001 0.43
H -1.913 -6.995 -0.963 0.004 0.000 0.004 0.44
H -2.487 -4.714 -1.680 0.010 0.008 0.001 0.51
H -3.081 0.156 -1.454 -0.003 -0.022 -0.008 0.50
H -5.333 0.786 -0.689 0.001 0.000 0.000 0.49
H -6.646 -0.771 0.716 0.004 0.002 0.001 0.45
H -5.694 -2.954 1.364 0.004 -0.001 0.002 0.48
H -3.432 -3.591 0.626 0.001 0.009 -0.004 0.44
N 4.394 -1.511 2.445 -0.209 -0.038 0.116 -0.57
N 3.329 -0.762 2.033 0.063 0.111 0.038 1.11
N 3.171 0.481 2.434 -0.197 -0.023 -0.124 -0.93
C 1.997 0.781 1.899 0.094 0.037 0.211 -0.19
N 1.497 -0.256 1.223 0.180 -0.346 -0.187 0.83
N 2.382 -1.252 1.315 -0.226 0.160 -0.031 -0.65
H 5.152 -0.886 2.690 0.121 -0.073 -0.065 0.32
H 4.610 -2.211 1.747 0.162 0.038 -0.023 0.29
H 1.513 1.737 2.012 0.023 0.001 -0.015 0.59
```
Forces are in eV/Å.